Record 1
{
  "formula": "C55H67F15N3O11S2",
  "method": "the ωB97M-V functional and the def2-TZVPD basis",
  "elements": ["C", "C", "C", "C", "C", "C", "C", "C", "C", "C", "C", "C", "C", "S", "C", "S", "N", "C", "C", "C", "C", "C", "C", "C", "C", "C", "C", "C", "C", "N", "N", "O", "C", "C", "C", "C", "C", "C", "C", "C", "C", "H", "H", "H", "H", "H", "H", "H", "H", "H", "H", "H", "H", "H", "H", "H", "H", "H", "H", "H", "H", "H", "H", "H", "H", "H", "H", "H", "H", "H", "H", "H", "H", "H", "H", "H", "H", "H", "H", "H", "H", "H", "H", "C", "C", "O", "C", "O", "C", "F", "F", "F", "H", "H", "H", "H", "H", "C", "C", "O", "C", "O", "C", "F", "F", "F", "H", "H", "H", "H", "H", "C", "C", "O", "C", "O", "C", "F", "F", "F", "H", "H", "H", "H", "H", "C", "C", "O", "C", "O", "C", "F", "F", "F", "H", "H", "H", "H", "H", "C", "C", "O", "C", "O", "C", "F", "F", "F", "H", "H", "H", "H", "H"],
  "xyz": [[1.733570, 7.401075, 0.074827], [1.057769, 5.906770, 0.306012], [-0.420920, 5.649434, -0.377998], [-1.168515, 4.195947, -0.167239], [-0.475406, 2.990460, 0.719906], [1.012777, 3.210592, 1.401760], [1.739353, 2.042850, 2.295370], [2.165080, 0.695507, 1.464761], [1.231402, -0.146461, 0.413149], [1.791876, -1.461669, -0.365823], [0.878248, -2.310208, -1.452679], [1.620564, -3.632362, -2.074675], [2.896084, -3.318423, -3.057625], [2.451477, -2.636420, -4.744436], [2.473977, -0.725647, -4.731415], [3.329812, 0.085764, -3.487193], [1.681423, -0.061761, -5.836298], [0.282165, 0.103900, -5.287473], [-0.958807, -0.585726, -6.152335], [-2.542946, -0.521563, -5.631074], [-2.899401, 0.233742, -4.220074], [-1.665101, 0.933248, -3.397589], [-0.080859, 0.879786, -3.889694], [2.293108, 1.238999, -6.304837], [3.915552, 1.406910, -6.675516], [4.601852, 2.790772, -7.224928], [3.711357, 4.164211, -7.483397], [2.090018, 4.043551, -7.111453], [1.396774, 2.630547, -6.545975], [3.182644, -1.906010, -0.112848], [3.941063, -1.184999, 0.744754], [5.226525, -1.662177, 0.870083], [6.034576, -1.251342, -0.302873], [7.021542, 0.018768, 0.012945], [6.375777, 1.351056, -0.707085], [8.608641, -0.233372, -0.309764], [8.915510, -1.062701, -1.691139], [10.571143, -1.080753, -1.859085], [8.144892, -0.500950, -3.024903], [3.691939, 0.023180, 1.595474], [1.752127, 4.693826, 1.177862], [2.646143, 7.302593, -0.674395], [2.019928, 7.885383, 1.106513], [0.946157, 8.124419, -0.433749], [-0.954181, 6.488192, -1.002803], [-2.234956, 4.036799, -0.641882], [-1.090503, 1.988622, 0.824857], [2.750082, 2.522771, 2.711602], [1.125659, 1.734314, 3.261456], [0.112626, 0.182132, 0.209158], [0.454707, -1.616095, -2.305534], [-0.068933, -2.715564, -0.849690], [1.940478, -4.432628, -1.248759], [0.811124, -4.201659, -2.739628], [3.424464, -4.370924, -3.254007], [3.725901, -2.633343, -2.591340], [-0.779646, -1.157132, -7.178873], [-3.424297, -1.011291, -6.228126], [-3.987487, 0.292202, -3.779894], [-1.889295, 1.502920, -2.390544], [0.722899, 1.390128, -3.206608], [4.626439, 0.459574, -6.529249], [5.763116, 2.835441, -7.472683], [4.196386, 5.166509, -7.914370], [1.460391, 5.031389, -7.312230], [0.234275, 2.690572, -6.363231], [5.368937, -0.934239, -1.237380], [6.606709, -2.235495, -0.652932], [6.947033, 0.215644, 1.184561], [6.009785, 1.126152, -1.817857], [5.423248, 1.781125, -0.149897], [7.187384, 2.213231, -0.823529], [9.114953, 0.845957, -0.368902], [9.107538, -0.821174, 0.584427], [8.605711, -2.189499, -1.520601], [10.799164, -1.865347, -2.729312], [10.986154, -1.458907, -0.822066], [10.970962, -0.004221, -2.114380], [7.824110, 0.624874, -2.978098], [8.904051, -0.584873, -3.941365], [7.228643, -1.207937, -3.308827], [4.532054, 0.511053, 2.289128], [2.809595, 4.902871, 1.672746], [0.925714, -0.881961, 5.090565], [1.029470, -1.326629, 6.537662], [0.622313, -0.271029, 7.420820], [-0.729987, -0.116612, 7.592650], [-1.573074, -0.813729, 7.036876], [-1.021204, 1.004094, 8.590443], [-0.275747, 2.123555, 8.360116], [-0.756216, 0.630307, 9.875240], [-2.323039, 1.408083, 8.572991], [1.493261, 0.040168, 4.930117], [1.308953, -1.655792, 4.419520], [-0.111746, -0.668320, 4.814996], [2.073349, -1.555390, 6.775928], [0.449528, -2.237547, 6.724932], [-4.456737, -2.129221, 5.845739], [-4.566176, -3.326252, 6.771874], [-5.585403, -4.227295, 6.314338], [-5.226732, -5.078211, 5.299754], [-4.114005, -5.093915, 4.782797], [-6.384394, -6.011264, 4.945336], [-7.576633, -5.356468, 4.836914], [-6.569315, -6.981473, 5.886153], [-6.201955, -6.660514, 3.760652], [-5.429184, -1.639218, 5.734296], [-3.736382, -1.403897, 6.234305], [-4.136708, -2.431369, 4.843645], [-4.864171, -2.990008, 7.770335], [-3.606729, -3.844863, 6.879944], [-3.633674, 3.833432, 7.537926], [-4.676726, 4.918408, 7.731463], [-4.903577, 5.625749, 6.503356], [-5.741317, 5.017526, 5.603164], [-6.277997, 3.931022, 5.795871], [-5.933489, 5.896814, 4.367727], [-4.760620, 6.413245, 3.899085], [-6.744436, 6.964738, 4.617813], [-6.496232, 5.229211, 3.320870], [-2.713238, 4.254917, 7.121602], [-3.402051, 3.345284, 8.488741], [-3.980806, 3.071050, 6.833527], [-4.311115, 5.651728, 8.457657], [-5.614961, 4.513421, 8.127540], [-10.004049, -1.641947, 2.631158], [-9.633287, -0.252859, 3.116501], [-8.217403, -0.153546, 3.329690], [-7.452905, 0.061800, 2.211096], [-7.913270, 0.161749, 1.078079], [-5.977049, 0.196000, 2.585557], [-5.565474, -0.763464, 3.464184], [-5.703713, 1.394082, 3.177608], [-5.144077, 0.104605, 1.510342], [-9.630647, -2.403367, 3.323247], [-11.089293, -1.744202, 2.542981], [-9.556510, -1.853279, 1.654965], [-10.114075, -0.062297, 4.081547], [-9.979302, 0.524299, 2.425505], [0.451754, -4.477200, -7.125142], [0.425014, -3.885988, -8.522404], [0.385856, -4.926396, -9.510360], [-0.844572, -5.483418, -9.750899], [-1.872265, -5.145439, -9.171875], [-0.751769, -6.537610, -10.853828], [0.308978, -7.380433, -10.691297], [-0.604976, -5.977853, -12.089045], [-1.856983, -7.332359, -10.925641], [1.281781, -5.183360, -7.022333], [0.560523, -3.689960, -6.373870], [-0.466563, -5.033416, -6.912489], [1.344165, -3.317048, -8.696344], [-0.412876, -3.191760, -8.653403]],
  "forces_ev_per_a": [[-0.48, -0.66, -0.15], [-2.29, -2.82, 0.10], [1.78, -3.53, 2.46], [3.54, 0.84, 1.64], [1.74, 3.58, -0.76], [-2.10, 2.85, -2.32], [0.82, 0.49, -0.03], [1.24, -3.93, -2.63], [2.87, -0.49, 0.96], [1.76, 2.15, 2.01], [-0.13, -0.58, 0.94], [-0.22, -0.34, -0.58], [0.95, -0.58, 1.16], [-0.36, 1.77, 0.21], [0.77, 0.03, 1.72], [-1.44, -1.29, -2.28], [0.48, 1.23, 2.15], [-4.85, -0.23, 0.98], [-1.31, 1.51, 3.00], [3.00, 1.95, 2.74], [4.55, -0.06, -1.49], [0.90, -1.74, -2.90], [-3.42, -1.83, -2.06], [1.94, 5.12, -1.86], [-1.53, 2.13, -0.41], [-3.81, 0.26, 0.52], [-2.23, -4.23, 1.82], [2.98, -2.63, -0.04], [3.31, 0.40, -0.83], [-3.64, 2.92, 0.58], [-1.41, 3.08, 1.96], [-0.42, 0.54, -0.98], [1.51, 0.01, -2.35], [-0.68, 0.41, 0.98], [0.16, 0.42, -0.95], [-0.17, 0.22, -0.35], [0.65, 0.08, 0.48], [-1.28, -0.53, -0.11], [0.64, -0.57, -0.82], [-4.01, -0.35, -2.26], [-3.05, -0.52, -1.40], [-1.80, 0.24, 1.84], [-0.32, -1.11, -2.13], [1.54, -1.73, 1.08], [1.24, -1.85, 1.42], [2.44, 0.29, 1.13], [1.48, 2.28, -0.06], [-2.15, -1.13, -0.97], [1.04, 0.55, -2.25], [2.70, -0.69, 0.45], [1.12, -1.11, 1.74], [2.05, 1.04, -1.18], [-0.57, 2.07, -1.64], [1.66, 1.38, 1.44], [-1.20, 2.36, 0.05], [-1.80, -1.22, -0.75], [-0.14, 1.47, 2.52], [2.13, 1.00, 1.15], [2.45, -0.16, -1.10], [0.50, -1.28, -2.29], [-1.64, -1.11, -1.67], [-1.78, 2.35, -0.35], [-2.83, -0.36, 0.67], [-1.26, -2.57, 1.14], [1.20, -2.61, 0.63], [2.70, -0.40, -0.33], [0.98, -0.87, 2.23], [-1.14, 2.20, 1.07], [0.19, -0.49, -2.37], [0.80, 0.31, 2.39], [2.04, -0.95, -0.93], [-1.78, -1.83, 0.49], [-1.02, -2.38, 0.11], [-1.08, 1.21, -1.78], [0.57, 2.24, -0.36], [-0.16, 1.89, 1.99], [-0.52, 0.78, -2.27], [-0.73, -2.24, 0.48], [0.57, -2.27, 0.09], [-1.67, 0.15, 1.95], [1.80, 1.75, 0.71], [-1.81, -1.65, -1.94], [-2.50, -0.57, -1.14], [-0.29, 0.22, -0.16], [0.23, -0.52, -0.48], [-1.71, 0.57, 0.70], [0.27, -2.43, -1.93], [1.64, 1.90, 1.53], [-0.61, 2.04, 1.81], [-0.47, -1.19, -0.20], [-0.10, -0.14, -1.35], [1.35, -1.01, -0.36], [0.11, -0.15, 0.09], [-0.02, 0.05, 0.12], [0.09, -0.16, 0.05], [-0.24, 0.28, 0.23], [-0.07, 0.32, 0.00], [-0.09, 0.01, -0.27], [0.59, 0.68, 0.18], [-0.05, -1.67, -1.33], [2.57, 1.79, 0.71], [-2.68, -0.39, 0.83], [-2.01, -1.63, -0.80], [1.25, -0.17, 0.18], [0.55, 1.02, -0.55], [0.30, 0.92, 1.17], [0.15, -0.08, 0.17], [-0.14, -0.17, 0.00], [0.04, -0.01, 0.20], [-0.23, -0.29, -0.22], [-0.25, -0.06, -0.20], [-0.02, -0.12, -0.23], [0.24, -0.46, 0.64], [-1.24, -0.22, -1.62], [0.10, -2.01, 2.55], [1.01, 2.57, -0.97], [-0.36, 1.40, -2.23], [-0.77, -0.66, 0.71], [0.65, -1.08, 0.25], [0.55, 0.24, 1.37], [-0.07, 0.04, 0.18], [-0.13, 0.25, -0.19], [-0.06, 0.06, 0.19], [-0.12, 0.11, -0.40], [0.10, 0.05, -0.31], [0.25, -0.22, -0.20], [-0.91, -0.18, -0.14], [1.77, 0.51, -1.21], [-3.20, -0.13, -0.99], [1.67, -0.14, 2.41], [2.36, 0.21, 0.63], [-0.73, 0.70, -0.87], [-0.65, -0.92, -0.57], [-1.14, 0.04, 0.69], [-0.15, 0.14, 0.02], [0.14, 0.06, 0.05], [-0.15, 0.12, 0.09], [0.44, 0.03, -0.06], [0.30, -0.15, 0.03], [-0.25, -0.29, 0.09], [0.09, 0.41, 0.61], [-1.41, -0.93, -0.86], [-0.62, 2.19, 2.19], [2.15, -1.12, -1.63], [0.01, -2.07, -1.89], [-0.82, 0.98, 0.26], [-0.14, 0.00, 1.28], [0.96, 1.16, 0.50], [0.02, 0.20, -0.04], [-0.04, -0.11, -0.19], [0.05, 0.17, -0.06], [-0.11, -0.31, -0.26], [0.00, -0.32, -0.08]],
  "largest_force_ev_per_a": 5.78,
  "total_charge": 1,
  "de_lowest_kj_mol": 3516.7,
  "homo_ev": -9.937,
  "orbital_gap_ha": 0.1961
}

***

Record 2
{
  "formula": "C3H7I",
  "method": "the ωB97M-V functional and the def2-TZVPD basis",
  "elements": ["C", "C", "C", "I", "H", "H", "H", "H", "H", "H", "H"],
  "xyz": [[0.203239, 1.338294, -0.217370], [0.276326, -1.299476, -0.196201], [-0.311235, 0.013725, 0.347059], [-2.459791, 0.039657, -0.000052], [0.306450, 1.153347, -1.221990], [-0.511268, 2.038516, 0.014889], [1.113382, 1.580492, 0.419608], [-0.389921, -2.077439, -0.095659], [1.117599, -1.557825, 0.356161], [0.781296, -1.250802, -1.220825], [-0.126079, 0.021515, 1.814377]],
  "forces_ev_per_a": [[1.85, -2.08, 3.82], [1.35, 2.46, -1.57], [0.13, -0.33, 3.80], [0.12, -0.24, 0.17], [0.76, 0.30, -2.48], [-1.40, 1.96, 0.15], [-0.59, -0.12, -1.53], [-1.49, -1.72, -0.18], [1.55, -0.41, 1.55], [-1.48, 0.26, 0.84], [-0.79, -0.08, -4.58]],
  "largest_force_ev_per_a": 4.73,
  "de_lowest_kj_mol": 134.7,
  "homo_ev": -9.262,
  "orbital_gap_ha": 0.3605
}

***

Record 3
{
  "formula": "C4H9NO",
  "method": "the ωB97M-V functional and the def2-TZVPD basis",
  "elements": ["C", "C", "C", "O", "C", "N", "H", "H", "H", "H", "H", "H", "H", "H", "H"],
  "xyz": [[-1.133985, 1.424405, -1.395069], [-0.336319, 1.116558, -0.277703], [-0.380223, -0.207128, 0.386700], [-0.776075, 0.178065, 1.700311], [0.950969, -0.919625, 0.421847], [1.315101, -1.262289, -0.940845], [-1.623829, 0.633257, -1.844504], [-1.148882, 2.406316, -1.921085], [0.337223, 1.795392, 0.121061], [-1.077162, -0.928190, -0.254315], [-0.231842, -0.582651, 2.407482], [1.625487, -0.186408, 0.862355], [0.836882, -1.813577, 1.081652], [2.052969, -1.985114, -0.815692], [1.629395, -0.412779, -1.468168]],
  "forces_ev_per_a": [[3.53, 1.08, 3.16], [-3.11, -0.02, -4.78], [-1.30, -0.91, -1.03], [2.21, -4.34, 3.39], [-0.57, 0.82, -0.06], [1.12, -0.72, 0.13], [-1.39, -1.37, -0.73], [0.17, -0.85, 0.72], [0.99, 1.49, 0.89], [0.76, 1.38, 1.75], [-2.70, 3.48, -3.03], [0.50, -0.21, 0.48], [0.29, 0.46, -0.63], [-0.42, 1.07, -1.02], [-0.10, -1.37, 0.77]],
  "largest_force_ev_per_a": 5.93,
  "de_lowest_kj_mol": 315.3,
  "homo_ev": -9.404,
  "orbital_gap_ha": 0.3750
}

***

Record 4
{
  "formula": "C4H5ClF2S",
  "method": "the ωB97M-V functional and the def2-TZVPD basis",
  "elements": ["C", "C", "C", "C", "H", "H", "H", "H", "H", "F", "F", "S", "Cl"],
  "xyz": [[-0.544761, -0.601961, 0.419195], [0.016191, 0.579229, 1.181986], [0.740270, 0.759609, -0.228458], [0.574916, -0.661081, -0.608252], [-2.189878, 0.092252, -1.448425], [-0.476280, -1.572723, 0.886555], [-0.733959, 1.437136, 1.398892], [0.724452, 0.416968, 1.963810], [0.165482, -0.719985, -1.607631], [-0.067616, 1.386680, -1.079643], [1.956987, 1.288317, -0.223680], [-2.204870, -0.786510, -0.336885], [2.039062, -1.617932, -0.317466]],
  "forces_ev_per_a": [[-1.02, -3.78, 0.39], [-1.43, 2.89, -2.62], [0.70, 0.63, 2.23], [0.15, 0.22, -0.65], [0.34, -0.82, 1.45], [-0.39, -0.17, 0.99], [1.39, -1.52, -0.18], [0.20, -0.50, 0.53], [0.68, -0.63, -0.37], [-0.57, 1.94, -0.85], [0.63, 0.74, -0.36], [0.00, 1.18, -0.63], [-0.69, -0.17, 0.09]],
  "largest_force_ev_per_a": 4.15,
  "de_lowest_kj_mol": 78.2,
  "homo_ev": -9.635,
  "orbital_gap_ha": 0.3807
}

***

Record 5
{
  "formula": "C3H6ClP",
  "method": "the ωB97M-V functional and the def2-TZVPD basis",
  "elements": ["C", "C", "C", "P", "Cl", "H", "H", "H", "H", "H", "H"],
  "xyz": [[-1.534839, -0.159153, 0.068884], [0.976107, 0.015771, 0.525459], [-0.380171, 0.540797, 0.190490], [-1.701053, -1.913929, 0.077634], [-2.927021, 0.842823, 0.043369], [1.154453, -0.960738, 0.101349], [1.081963, -0.318786, 1.527893], [1.663705, 0.716977, 0.425035], [-0.606254, 1.538513, 0.158278], [0.494132, 2.071749, -1.688916], [-3.066139, -1.916128, -0.540129]],
  "forces_ev_per_a": [[0.65, -0.49, 0.10], [-3.42, -2.97, 0.22], [0.03, -2.48, 0.63], [-1.11, -0.15, -0.74], [-1.15, 0.38, -0.33], [0.45, 0.04, -1.18], [-0.54, 0.22, 1.62], [3.41, 2.82, -1.12], [0.39, 2.64, 0.17], [0.00, 0.00, -0.11], [1.28, -0.02, 0.73]],
  "largest_force_ev_per_a": 4.57,
  "de_lowest_kj_mol": 445.9,
  "homo_ev": [-8.238, -9.424],
  "orbital_gap_ha": [0.2842, 0.2948]
}